# 1
{
  "formula": "C22H21Cl2IrN6O2",
  "method": "ωB97M-V/def2-TZVPD",
  "species": ["Ir", "Cl", "C", "C", "C", "N", "C", "O", "C", "C", "C", "C", "C", "N", "C", "C", "C", "Cl", "N", "C", "O", "C", "C", "C", "C", "C", "N", "H", "H", "H", "H", "H", "H", "H", "H", "H", "H", "N", "C", "C", "N", "C", "C", "H", "H", "H", "H", "H", "H", "H", "H", "H", "H", "H"],
  "xyz": [[0.97423, 0.95367, -0.62276], [3.96997, -1.37294, 4.94497], [3.38873, -1.33546, 3.43414], [3.03769, 0.06326, 2.82294], [2.61645, 0.24790, 1.64322], [1.99614, 1.33198, 1.05541], [1.50880, 2.52169, 1.69469], [1.78630, 2.60203, 2.85752], [0.79371, 3.54345, 0.91023], [0.63826, 4.94632, 1.27494], [-0.02355, 5.80944, 0.24149], [-0.49506, 5.28963, -0.89634], [-0.47095, 3.89275, -1.03186], [0.12178, 3.09219, -0.22531], [2.54263, -0.94299, 0.65543], [3.08031, -2.17861, 1.23016], [3.37182, -2.39298, 2.54820], [3.60852, -3.98429, 3.12083], [1.93457, -0.63950, -0.45691], [1.70016, -1.73046, -1.58134], [2.17282, -2.88273, -1.69822], [0.62278, -1.29681, -2.38989], [0.01418, -2.18797, -3.27226], [-0.72148, -1.71314, -4.27056], [-1.25884, -0.40731, -4.24135], [-0.73427, 0.38901, -3.29696], [0.12996, 0.05035, -2.37735], [3.39039, 1.14441, 3.36269], [0.96556, 5.56631, 2.07692], [0.04464, 6.84555, 0.35182], [-0.92541, 5.76239, -1.76416], [-1.04000, 3.48672, -1.86995], [2.94155, -3.01598, 0.61320], [0.42418, -3.15734, -3.11374], [-0.98874, -2.42591, -5.06649], [-2.08353, 0.02210, -4.84132], [-0.99528, 1.46032, -3.33987], [-3.02905, -2.67536, 0.63911], [-1.93240, -2.41414, 1.64613], [-0.79225, -1.62470, 1.12653], [-1.21709, -0.35910, 0.65543], [-2.37652, -0.54158, -0.29434], [-3.56333, -1.40643, 0.13895], [-3.77074, -3.33802, 0.96375], [-2.60940, -3.17710, -0.10880], [-1.59389, -3.31744, 2.11365], [-2.39714, -1.86835, 2.40425], [-0.31633, -2.25151, 0.39728], [-0.00261, -1.66652, 1.86078], [-1.29785, 0.30178, 1.40393], [-1.99320, -0.97746, -1.21245], [-2.88902, 0.42408, -0.40915], [-4.18560, -1.61360, -0.74677], [-4.07264, -0.85158, 0.93957]],
  "forces_ev_per_a": [[-1.3, 2.4, 0.7], [0.4, -0.2, 1.8], [-0.4, 3.8, -2.9], [4.1, 1.2, 7.3], [-2.4, -2.3, -5.9], [-2.7, 2.5, -3.0], [2.3, -1.9, 1.3], [-0.6, 1.4, 1.0], [-1.9, 3.3, -0.5], [-1.3, -1.1, -3.9], [2.1, -2.1, 2.2], [-0.7, -1.7, -1.0], [-1.3, 1.1, -1.3], [2.5, -2.3, 1.5], [1.1, 1.3, 3.8], [-1.7, 0.9, -1.9], [-0.2, 0.1, 0.2], [0.2, -0.2, 0.0], [1.6, -5.4, -1.9], [-0.7, -0.7, 0.2], [0.1, 2.3, 1.5], [-0.8, 2.2, 0.7], [2.0, 0.0, 0.9], [-2.4, -1.4, -2.1], [-0.5, 0.0, -0.8], [-1.2, 3.0, -0.4], [3.0, -1.2, 2.6], [-1.4, -3.7, -0.7], [0.7, -0.7, 1.0], [-0.2, 1.5, 0.6], [0.0, 0.8, 0.3], [0.5, -0.3, 0.1], [0.3, -1.2, -0.8], [-0.1, -1.0, -0.8], [-0.2, 0.5, 0.4], [1.0, -0.7, -0.1], [-0.1, -0.5, 0.4], [-0.2, -1.1, 1.2], [-0.6, -0.9, 0.7], [0.3, -1.5, -0.2], [-0.1, 0.2, -1.8], [0.0, 1.1, 0.7], [0.4, 0.9, 0.0], [0.6, 0.8, 0.2], [0.6, -0.6, -1.3], [0.0, -0.8, -0.2], [-1.0, 0.9, 1.4], [0.3, 0.0, -1.4], [0.1, 0.8, 0.7], [-0.7, 0.4, 0.2], [0.3, 0.5, -0.3], [0.8, 0.0, -0.7], [0.0, 0.3, 0.6], [-0.3, -0.7, -0.2]],
  "mulliken_spin": [1.5221, 0.1154, 0.3121, 0.0739, 0.0468, 0.2306, -0.0265, 0.0704, 0.0171, -0.0063, 0.0017, -0.0029, 0.0037, -0.0045, 0.0971, 0.2132, -0.0493, -0.0050, 0.2616, 0.0626, 0.2747, 0.2209, 0.0696, 0.0683, 0.1510, -0.0324, 0.1398, -0.0023, -0.0002, 0.0000, -0.0001, -0.0011, 0.0147, 0.0094, 0.0061, 0.0092, 0.0117, -0.0010, 0.0092, -0.0139, 0.1363, -0.0113, 0.0043, -0.0004, 0.0001, 0.0015, -0.0006, -0.0095, 0.0071, -0.0036, 0.0029, 0.0051, 0.0001, 0.0004],
  "lumo_energy_ev": [-6.0, -8.3],
  "orbital_gap_ev": [5.35, 6.00],
  "spin_multiplicity": 5,
  "s2": 6.0526,
  "total_charge": 2
}

---

# 2
{
  "formula": "H14O6S",
  "method": "ωB97M-V/def2-TZVPD",
  "species": ["S", "H", "H", "H", "H", "O", "H", "H", "O", "H", "H", "O", "H", "H", "O", "H", "H", "O", "H", "H", "O"],
  "xyz": [[3.17581, 1.43866, -0.26889], [2.78720, 2.71062, -0.21175], [3.49315, 1.70788, -1.55022], [0.29426, -0.53358, -2.63450], [1.60743, -0.90522, -2.23435], [0.74589, -1.30872, -2.27807], [-1.27367, 2.75711, 2.42906], [-1.43688, 1.87385, 1.09617], [-0.86662, 2.59021, 1.57935], [0.54242, -2.81675, -0.66706], [0.89519, -3.63073, 0.46574], [0.14524, -3.20925, 0.05617], [-0.99590, -2.18980, 2.95983], [-0.93482, -2.34413, 1.50621], [-1.35227, -1.76030, 2.18120], [-2.06307, 0.55496, -1.42641], [-0.86011, 1.46091, -1.70012], [-1.28859, 0.58817, -1.95351], [-4.04958, 0.12421, 0.86826], [-2.64790, -0.32077, 1.30197], [-3.15500, 0.41651, 0.92730]],
  "forces_ev_per_a": [[0.1, 0.2, -0.6], [-0.2, 0.2, 0.4], [0.2, -0.4, 0.1], [-1.1, -0.3, 0.2], [1.0, -0.3, 0.3], [0.2, 0.3, -0.4], [-0.3, -0.2, 0.1], [1.3, 2.0, 1.8], [-1.0, -1.8, -1.8], [0.8, 1.9, -2.9], [0.2, -0.5, 0.5], [-1.2, -1.3, 2.4], [-0.2, 0.3, 0.7], [-0.4, 0.7, -0.3], [0.5, -0.9, -0.7], [-1.3, -0.2, 1.0], [-0.8, -1.6, -0.4], [2.0, 2.0, -0.5], [-0.9, -0.3, 0.0], [0.0, -0.1, 0.1], [1.2, 0.3, -0.1]],
  "lowdin_charge": [0.4719, -0.2263, -0.2219, 0.0134, 0.0147, -0.0542, 0.0175, 0.0538, -0.1084, -0.0285, 0.0499, -0.0056, 0.0360, 0.0192, -0.0635, -0.0025, 0.0873, -0.0557, 0.0305, 0.0157, -0.0432],
  "lumo_energy_ev": 0.5,
  "orbital_gap_ev": 10.37,
  "total_charge": 0
}

---

# 3
{
  "formula": "C5H6S2",
  "method": "ωB97M-V/def2-TZVPD",
  "species": ["C", "C", "C", "C", "C", "H", "H", "H", "H", "H", "H", "S", "S"],
  "xyz": [[1.82034, 0.35866, 0.00722], [0.86759, -0.89268, -0.03107], [-0.44981, -0.23740, -0.48924], [-1.89255, 0.12855, -0.10406], [-0.59513, 0.96533, 0.36624], [1.25509, -1.92463, -0.38669], [0.62410, -1.09538, 1.07573], [-0.42893, 0.14038, -1.60179], [-2.36704, -0.42313, 0.80907], [-2.65923, 0.30313, -0.88392], [-0.53954, 0.63237, 1.46114], [3.46712, 0.22904, -0.06744], [0.89800, 1.81574, -0.15519]],
  "forces_ev_per_a": [[1.0, -2.0, -1.4], [-1.0, -1.1, 2.2], [-0.8, 0.0, -2.7], [0.5, -1.4, 1.6], [-1.1, -1.2, 1.2], [-0.4, 2.2, -0.1], [0.6, 0.1, -1.2], [0.5, -0.9, 2.0], [1.0, 1.4, -1.5], [1.0, 0.3, 0.3], [0.3, 0.9, -1.5], [-1.4, 0.4, 0.3], [-0.2, 1.3, 0.8]],
  "lowdin_charge": [-1.1157, -0.2103, -0.4155, -0.0382, -0.5179, 0.1380, 0.1303, 0.1544, 0.1243, 0.0937, 0.1147, 0.6094, 0.9329],
  "lumo_energy_ev": -0.2,
  "orbital_gap_ev": 8.36,
  "total_charge": 0
}

---

# 4
{
  "formula": "C3H12N2O2",
  "method": "ωB97M-V/def2-TZVPD",
  "species": ["C", "C", "N", "C", "N", "H", "H", "H", "H", "H", "H", "H", "H", "H", "H", "O", "H", "H", "O"],
  "xyz": [[0.56401, 0.03348, -1.82223], [0.63973, 0.84960, -0.46616], [0.29975, -0.04666, 0.62674], [1.46533, -0.87322, 0.91278], [1.39788, -1.93291, 1.62297], [-0.03913, -0.87412, -1.82149], [1.54288, -0.30516, -2.21386], [0.01735, 0.58181, -2.58752], [1.69344, 1.31810, -0.33939], [-0.20439, 1.60224, -0.44296], [-0.53655, -0.55835, 0.59956], [2.42155, -0.43185, 0.65533], [1.96426, -2.67410, 1.94984], [-0.48088, 1.18020, 2.40201], [-1.27756, 2.20423, 1.44192], [-0.54844, 2.10028, 2.13061], [-3.15163, -1.01616, -1.60274], [-2.50656, -0.48965, -0.33029], [-3.26106, -0.66776, -0.71512]],
  "forces_ev_per_a": [[0.2, 0.5, -0.4], [-1.3, -0.1, -1.3], [5.2, -0.7, 0.9], [-1.0, -1.6, 2.4], [-2.9, 1.7, -1.3], [0.0, -0.2, 0.9], [-0.4, 0.5, 0.2], [0.5, 0.5, -0.3], [-2.1, -0.6, 0.0], [1.5, -0.3, -0.4], [-1.1, -0.8, -0.3], [0.0, 0.4, -0.6], [1.5, 0.3, -0.2], [-0.2, -0.1, -0.5], [1.5, -0.6, 1.7], [-1.4, 1.1, -0.9], [0.4, 0.1, 0.2], [6.1, 1.2, 2.6], [-6.5, -1.3, -2.8]],
  "lowdin_charge": [-0.0960, -0.2576, -0.0646, -0.2769, 0.0820, 0.0568, 0.0720, 0.0557, 0.1391, 0.1039, 0.0832, 0.1104, 0.0227, 0.0162, 0.0630, -0.0989, 0.0542, -0.0897, 0.0245],
  "lumo_energy_ev": 0.6,
  "orbital_gap_ev": 9.68,
  "total_charge": 0
}

---

# 5
{
  "formula": "C3H9N2OS",
  "method": "ωB97M-V/def2-TZVPD",
  "species": ["C", "C", "C", "N", "N", "O", "S", "H", "H", "H", "H", "H", "H", "H", "H", "H"],
  "xyz": [[-0.16914, 0.89928, 1.58237], [-1.76562, -0.97028, 1.28505], [0.62341, 1.29851, -3.03599], [2.21640, -1.36818, 0.59935], [-0.54353, -0.27685, 1.27184], [0.75711, -0.37420, -1.29966], [0.87876, -1.30063, -0.15022], [0.90730, 1.15454, 1.40335], [-0.78386, 1.40372, 2.28276], [-1.84695, -2.03516, 1.41122], [-2.28053, -0.93574, 0.32369], [-2.47454, -0.57490, 2.18820], [1.20292, 2.16969, -2.90965], [0.83198, 0.58575, -3.71815], [-0.31054, 1.25360, -2.48306], [2.75681, -0.92916, 1.24891]],
  "forces_ev_per_a": [[0.4, -2.7, 0.7], [-3.8, 1.4, 2.8], [-1.8, 0.6, 3.4], [-5.3, -1.5, -3.6], [2.2, 0.2, -2.0], [-0.2, 1.4, -1.3], [3.6, -0.7, 2.2], [-1.1, 0.1, -0.1], [-0.5, 1.4, 0.3], [1.6, -0.7, 0.5], [0.0, 1.0, -0.1], [1.3, -0.6, -2.3], [1.0, 0.7, 0.2], [0.8, -2.3, -2.2], [0.0, 0.0, -0.4], [1.8, 1.7, 1.8]],
  "lowdin_charge": [0.0434, -0.1302, 0.5066, -0.2371, -0.2178, -0.5238, 0.8937, 0.1046, 0.0862, 0.0771, 0.0933, 0.1506, 0.0704, 0.0365, 0.0680, -0.0214],
  "lumo_energy_ev": [-7.4, -7.4],
  "orbital_gap_ev": [5.72, 5.71],
  "total_charge": 1
}

---

# 6
{
  "formula": "C14H14HgNO5",
  "method": "ωB97M-V/def2-TZVPD",
  "species": ["O", "C", "Hg", "O", "C", "C", "O", "C", "O", "C", "O", "H", "C", "N", "C", "C", "C", "C", "C", "C", "C", "C", "H", "H", "H", "H", "H", "H", "H", "H", "H", "H", "H", "H", "H"],
  "xyz": [[0.39721, 0.99614, -6.54934], [0.29009, 0.57093, -5.48899], [-0.30104, -0.76306, -1.76573], [-3.09266, 1.33505, -4.44025], [-2.28830, 0.78427, -3.84090], [-2.82313, -0.93871, -0.58492], [-3.64590, -0.87067, 0.19572], [0.43694, -3.11809, -0.61708], [1.40277, -3.59705, -0.22637], [-2.04655, -2.90214, -3.17700], [-2.61574, -3.67953, -3.77887], [0.16023, -1.70494, -3.11675], [1.71119, -0.03310, 3.03901], [0.88217, -0.88403, 2.14909], [0.47239, -2.11840, 2.89336], [-0.36947, -0.18311, 1.55846], [0.00216, 1.02186, 0.73010], [0.35826, 2.20148, 1.40412], [0.77512, 3.31808, 0.68353], [0.72962, 3.31004, -0.71182], [0.33291, 2.14903, -1.39343], [0.01174, 1.01219, -0.65746], [1.06137, 0.34775, 3.82609], [2.14182, 0.78746, 2.47220], [2.49961, -0.65612, 3.46975], [1.47677, -1.14230, 1.34237], [-0.20769, -1.80342, 3.69265], [-0.03672, -2.79501, 2.20719], [1.37789, -2.59062, 3.28474], [-0.93542, -0.96413, 1.02843], [-0.94870, 0.10730, 2.44882], [0.34224, 2.24703, 2.49504], [1.14429, 4.19974, 1.20883], [1.00428, 4.19886, -1.28398], [0.30025, 2.15722, -2.49664]],
  "forces_ev_per_a": [[-0.3, -1.1, 2.6], [0.4, 1.1, -2.7], [1.5, 0.6, -1.9], [1.9, -1.3, 1.3], [-2.0, 1.3, -1.2], [-1.7, 0.0, 1.2], [1.2, -0.1, -1.2], [2.0, -1.5, 1.3], [-2.0, 1.1, -1.0], [-1.6, -1.5, -0.8], [0.9, 1.0, 0.6], [-0.2, 0.2, 0.7], [0.1, 0.1, 0.1], [-0.2, -0.3, -0.7], [0.1, 0.1, -0.2], [0.3, 0.2, 0.6], [0.1, 0.7, 0.6], [0.2, 0.2, -0.1], [0.0, 0.0, 0.0], [-0.1, -0.3, -0.3], [0.3, 0.8, 0.3], [-0.6, -1.1, -0.1], [0.1, 0.0, 0.0], [0.0, -0.1, 0.0], [-0.1, 0.1, -0.1], [-0.4, 0.0, 0.4], [0.3, -0.2, -0.1], [0.0, 0.1, 0.1], [-0.3, 0.0, 0.0], [0.4, 0.3, 0.1], [0.1, -0.1, -0.2], [-0.1, 0.1, -0.3], [-0.3, -0.2, -0.1], [0.0, -0.2, 0.3], [0.0, -0.1, 0.7]],
  "lowdin_charge": [0.0338, -0.0110, 0.7643, 0.0546, -0.0329, -0.0209, 0.0966, -0.0621, 0.0547, -0.0875, 0.0597, -0.1079, 0.0022, -0.1774, 0.0055, -0.1001, -0.2972, -0.0675, -0.0640, -0.0602, -0.1310, -0.3086, 0.1146, 0.1011, 0.1127, 0.1723, 0.1183, 0.0876, 0.1125, 0.0632, 0.1447, 0.1113, 0.1144, 0.1150, 0.0894],
  "lumo_energy_ev": -2.8,
  "orbital_gap_ev": 8.91,
  "total_charge": 1
}

---

One value per record, in order, for E: -64052.9227 -23347.3952 -26948.6855 -10378.6857 -19106.2001 -30637.3657 eV.